Computed, not measured: 9 unconnected molecules or ions with the total composition C55H128F24N2O2P7, with ωB97M-V/def2-TZVPD.

Each line ends with the Löwdin charge.
Geometry (Å):
C (-8.885, 10.430, 20.103)  -0.091
C (-9.879, 9.718, 19.194)  -0.279
C (-11.190, 9.567, 19.901)  -0.256
C (-12.232, 8.905, 18.979)  -0.247
P (-13.392, 10.105, 18.206)  1.032
C (-14.168, 10.972, 19.597)  -0.272
C (-15.536, 11.632, 19.244)  -0.219
C (-16.226, 12.338, 20.420)  -0.265
C (-16.130, 11.724, 21.759)  -0.129
C (-14.591, 9.217, 17.320)  -0.278
C (-14.062, 8.294, 16.171)  -0.214
C (-15.206, 7.479, 15.503)  -0.244
C (-14.628, 6.756, 14.301)  -0.089
C (-12.429, 11.337, 17.056)  -0.207
C (-11.545, 10.821, 15.921)  -0.267
C (-10.659, 11.885, 15.301)  -0.269
C (-10.048, 11.477, 13.958)  -0.080
H (-9.191, 10.322, 21.144)  0.074
H (-8.961, 11.495, 19.884)  0.074
H (-7.822, 10.194, 20.059)  0.080
H (-9.558, 8.704, 18.955)  0.120
H (-9.944, 10.286, 18.266)  0.087
H (-11.536, 10.449, 20.441)  0.107
H (-10.946, 8.825, 20.661)  0.123
H (-12.806, 8.133, 19.492)  0.106
H (-11.732, 8.327, 18.201)  0.090
H (-13.511, 11.718, 20.046)  0.106
H (-14.378, 10.160, 20.293)  0.098
H (-16.135, 10.847, 18.782)  0.101
H (-15.357, 12.352, 18.446)  0.098
H (-17.292, 12.479, 20.242)  0.119
H (-15.812, 13.338, 20.549)  0.111
H (-16.354, 12.444, 22.546)  0.086
H (-15.129, 11.395, 22.038)  0.066
H (-16.789, 10.858, 21.833)  0.087
H (-15.262, 9.912, 16.814)  0.094
H (-15.022, 8.691, 18.171)  0.112
H (-13.238, 7.659, 16.495)  0.106
H (-13.610, 8.896, 15.384)  0.079
H (-15.991, 8.188, 15.245)  0.082
H (-15.596, 6.737, 16.199)  0.094
H (-14.198, 7.469, 13.597)  0.058
H (-15.269, 6.034, 13.794)  0.075
H (-13.716, 6.222, 14.567)  0.078
H (-11.847, 11.959, 17.736)  0.087
H (-13.161, 12.012, 16.612)  0.077
H (-12.217, 10.441, 15.152)  0.094
H (-10.978, 9.972, 16.305)  0.105
H (-9.948, 12.188, 16.070)  0.113
H (-11.314, 12.704, 15.005)  0.083
H (-10.806, 11.211, 13.221)  0.080
H (-9.405, 10.598, 14.015)  0.083
H (-9.587, 12.376, 13.551)  0.071
C (-21.515, -0.631, 7.375)  -0.118
C (-21.184, 0.380, 8.400)  -0.270
C (-21.331, 1.773, 7.825)  -0.230
C (-20.268, 2.164, 6.722)  -0.249
P (-20.572, 3.683, 5.801)  1.066
C (-20.118, 5.015, 6.953)  -0.263
C (-20.665, 6.389, 6.644)  -0.293
C (-20.260, 7.487, 7.512)  -0.250
C (-19.824, 8.758, 6.693)  -0.065
C (-19.650, 3.909, 4.178)  -0.241
C (-18.155, 3.763, 4.187)  -0.259
C (-17.796, 2.353, 3.962)  -0.294
C (-16.295, 2.171, 3.730)  -0.090
C (-22.277, 4.040, 5.218)  -0.281
C (-23.094, 2.935, 4.560)  -0.241
C (-24.624, 3.271, 4.674)  -0.229
C (-25.475, 2.353, 3.760)  -0.111
H (-21.170, -1.614, 7.694)  0.084
H (-20.766, -0.540, 6.588)  0.065
H (-22.525, -0.669, 6.970)  0.093
H (-20.200, 0.263, 8.855)  0.123
H (-21.959, 0.293, 9.162)  0.114
H (-21.161, 2.590, 8.527)  0.090
H (-22.344, 1.964, 7.471)  0.104
H (-20.309, 1.306, 6.052)  0.075
H (-19.267, 2.324, 7.124)  0.102
H (-19.034, 5.067, 7.058)  0.081
H (-20.472, 4.744, 7.948)  0.092
H (-21.754, 6.428, 6.638)  0.115
H (-20.416, 6.525, 5.591)  0.105
H (-19.486, 7.161, 8.208)  0.090
H (-21.099, 7.802, 8.132)  0.112
H (-20.462, 8.893, 5.819)  0.076
H (-18.767, 8.644, 6.457)  0.080
H (-19.964, 9.654, 7.297)  0.054
H (-19.880, 4.951, 3.954)  0.093
H (-20.132, 3.352, 3.375)  0.100
H (-17.813, 3.998, 5.195)  0.103
H (-17.674, 4.446, 3.487)  0.139
H (-18.387, 1.908, 3.161)  0.108
H (-18.098, 1.654, 4.742)  0.099
H (-15.903, 1.162, 3.860)  0.070
H (-15.776, 2.775, 4.474)  0.080
H (-15.924, 2.375, 2.725)  0.078
H (-22.301, 4.994, 4.691)  0.110
H (-22.731, 4.160, 6.202)  0.089
H (-22.864, 1.935, 4.926)  0.103
H (-22.845, 2.880, 3.500)  0.110
H (-24.706, 4.311, 4.358)  0.107
H (-25.035, 3.098, 5.668)  0.104
H (-25.624, 2.940, 2.854)  0.070
H (-26.468, 2.033, 4.076)  0.068
H (-25.089, 1.378, 3.465)  0.070
C (-15.631, 20.474, 14.044)  -0.092
C (-14.333, 19.986, 14.700)  -0.250
C (-13.802, 18.751, 13.998)  -0.248
C (-14.581, 17.507, 14.447)  -0.276
P (-14.015, 15.994, 13.653)  1.032
C (-14.854, 14.659, 14.493)  -0.266
C (-14.920, 13.233, 13.940)  -0.270
C (-15.900, 12.335, 14.547)  -0.229
C (-15.797, 10.790, 14.075)  -0.029
C (-14.499, 15.850, 11.840)  -0.263
C (-15.871, 16.186, 11.398)  -0.272
C (-15.980, 16.597, 9.939)  -0.241
C (-15.587, 15.446, 9.004)  -0.094
C (-12.205, 15.698, 13.765)  -0.250
C (-11.636, 15.835, 15.182)  -0.252
C (-10.109, 15.560, 15.275)  -0.220
C (-9.272, 16.488, 14.329)  -0.094
H (-16.437, 19.746, 14.140)  0.067
H (-15.422, 20.721, 13.003)  0.082
H (-16.000, 21.397, 14.491)  0.077
H (-14.385, 19.888, 15.784)  0.114
H (-13.602, 20.774, 14.517)  0.110
H (-12.766, 18.473, 14.195)  0.091
H (-13.775, 18.832, 12.911)  0.118
H (-15.666, 17.603, 14.388)  0.097
H (-14.430, 17.396, 15.521)  0.106
H (-15.819, 15.163, 14.445)  0.101
H (-14.433, 14.712, 15.497)  0.091
H (-13.930, 12.781, 14.001)  0.104
H (-15.196, 13.227, 12.886)  0.121
H (-16.898, 12.735, 14.369)  0.120
H (-15.851, 12.496, 15.624)  0.089
H (-16.447, 10.193, 14.715)  0.042
H (-14.764, 10.467, 14.202)  0.051
H (-16.053, 10.534, 13.046)  0.068
H (-14.135, 14.891, 11.473)  0.104
H (-13.806, 16.439, 11.239)  0.102
H (-16.213, 17.007, 12.028)  0.101
H (-16.539, 15.333, 11.519)  0.123
H (-15.356, 17.474, 9.767)  0.108
H (-17.013, 16.852, 9.704)  0.113
H (-14.514, 15.410, 8.817)  0.076
H (-16.068, 15.616, 8.041)  0.084
H (-15.837, 14.415, 9.255)  0.060
H (-11.767, 16.516, 13.193)  0.089
H (-12.061, 14.741, 13.263)  0.106
H (-12.161, 15.209, 15.904)  0.091
H (-11.852, 16.813, 15.612)  0.104
H (-9.805, 14.515, 15.220)  0.083
H (-9.843, 16.002, 16.235)  0.102
H (-9.311, 16.070, 13.322)  0.067
H (-8.241, 16.531, 14.679)  0.077
H (-9.671, 17.490, 14.172)  0.072
C (-20.539, 5.533, 11.882)  -0.023
C (-19.388, 5.119, 12.848)  -0.259
C (-19.792, 4.732, 14.303)  -0.207
O (-18.715, 4.316, 15.031)  -0.171
C (-18.074, 5.311, 15.831)  -0.065
N (-18.722, 3.904, 12.227)  0.237
H (-19.257, 3.107, 12.540)  0.157
H (-18.610, 3.903, 11.224)  0.111
H (-17.877, 3.797, 12.770)  0.157
H (-21.171, 4.664, 11.705)  0.077
H (-20.188, 5.799, 10.885)  0.074
H (-21.192, 6.275, 12.341)  0.084
H (-18.608, 5.880, 12.877)  0.134
H (-20.529, 3.931, 14.237)  0.135
H (-20.293, 5.547, 14.825)  0.128
H (-17.710, 6.124, 15.202)  0.066
H (-17.141, 4.950, 16.264)  0.085
H (-18.739, 5.665, 16.618)  0.104
C (-13.973, 8.122, 8.764)  0.024
C (-14.826, 8.084, 9.989)  -0.293
O (-14.366, 7.810, 11.132)  0.068
N (-16.341, 8.281, 9.758)  0.099
H (-16.526, 9.031, 9.107)  0.082
H (-16.649, 7.463, 9.253)  0.087
C (-17.262, 8.606, 10.919)  -0.011
H (-12.990, 7.814, 9.122)  0.104
H (-13.843, 9.058, 8.220)  0.081
H (-14.427, 7.371, 8.118)  0.096
H (-16.983, 9.582, 11.316)  0.070
H (-17.103, 7.883, 11.719)  0.065
H (-18.285, 8.473, 10.567)  0.094
P (-19.569, 9.148, 13.846)  0.150
F (-19.875, 7.913, 14.913)  -0.205
F (-18.068, 8.463, 13.735)  -0.193
F (-20.163, 8.206, 12.662)  -0.161
F (-19.205, 10.316, 12.907)  -0.083
F (-21.085, 9.694, 14.145)  -0.176
F (-19.214, 10.060, 15.103)  -0.162
P (-16.578, 4.735, 9.113)  0.177
F (-18.138, 4.476, 9.401)  -0.173
F (-16.923, 6.111, 8.301)  -0.145
F (-16.493, 5.511, 10.518)  -0.151
F (-15.002, 5.003, 8.976)  -0.113
F (-16.237, 3.415, 9.976)  -0.160
F (-16.720, 3.810, 7.758)  -0.157
P (-17.320, 11.395, 8.379)  0.277
F (-16.429, 11.128, 9.726)  -0.176
F (-16.215, 12.471, 7.863)  -0.148
F (-16.537, 10.095, 7.619)  -0.203
F (-18.185, 11.462, 7.027)  -0.143
F (-18.426, 10.312, 8.936)  -0.182
F (-18.134, 12.653, 9.081)  -0.179
P (-13.036, 9.685, 5.326)  0.093
F (-13.280, 8.785, 4.044)  -0.165
F (-14.549, 9.348, 5.817)  -0.176
F (-12.378, 8.394, 6.085)  -0.178
F (-12.898, 10.743, 6.528)  -0.161
F (-11.553, 10.058, 4.817)  -0.179
F (-13.501, 10.867, 4.346)  -0.177

Values from the calculation:
**Calculated total energy**: -7219.18665 Eh
**Energy relative to the best compared isomer or geometry (same formula, charge and spin)**: 0.000 eV
**Total charge**: +1
**HOMO-LUMO gap**: 7.9 eV